{"formula": "C32H78B5F20N4O3", "method": "ωB97M-V/def2-TZVPD", "lumo_energy_ev": 1.64, "e_homo_ev": -7.6601, "charge": -1, "e_tot_ev": -104314.5229, "species": ["F", "F", "F", "F", "F", "F", "F", "F", "F", "F", "F", "F", "F", "F", "F", "F", "F", "F", "F", "F", "O", "O", "O", "N", "N", "N", "N", "C", "C", "C", "C", "C", "C", "C", "C", "C", "C", "C", "C", "C", "C", "C", "C", "C", "C", "C", "C", "C", "C", "C", "C", "C", "C", "C", "C", "C", "C", "C", "C", "B", "B", "B", "B", "B", "H", "H", "H", "H", "H", "H", "H", "H", "H", "H", "H", "H", "H", "H", "H", "H", "H", "H", "H", "H", "H", "H", "H", "H", "H", "H", "H", "H", "H", "H", "H", "H", "H", "H", "H", "H", "H", "H", "H", "H", "H", "H", "H", "H", "H", "H", "H", "H", "H", "H", "H", "H", "H", "H", "H", "H", "H", "H", "H", "H", "H", "H", "H", "H", "H", "H", "H", "H", "H", "H", "H", "H", "H", "H", "H", "H", "H", "H"], "coordinates": [[-7.2888, 0.0846, 20.2088], [0.2962, -2.6126, 31.2208], [-7.8997, -4.4220, 33.7502], [-4.3702, 2.8632, 26.4042], [-7.2050, -0.7135, 22.4771], [-1.4799, -3.9169, 24.5240], [-1.3625, -0.9541, 30.9498], [-0.7726, -2.4890, 29.2549], [-8.5029, -3.1319, 31.8802], [-3.2089, -2.6610, 23.7321], [-5.6232, 2.0335, 24.6685], [-3.5658, -4.2274, 25.3273], [-8.8783, -1.4006, 21.0881], [-5.0423, 4.2641, 24.6847], [-6.5428, 3.4455, 26.4010], [0.6870, -0.6673, 29.8529], [-6.5412, -2.0259, 20.6847], [-2.4754, -2.3394, 25.8692], [-6.3273, -2.8208, 32.7862], [-6.7934, -4.8886, 31.7654], [-1.5620, -5.7174, 28.8756], [-10.7096, 3.4476, 26.1709], [-2.8732, -1.2606, 19.7734], [-5.5697, -1.4218, 27.5336], [-2.5705, 0.6580, 22.2144], [-3.0110, -5.1599, 31.5357], [-9.3374, 2.0308, 23.7817], [-3.5716, -0.5350, 21.9074], [-9.1657, -0.3106, 24.6806], [-1.9847, 0.2894, 23.5590], [-9.9291, 0.6205, 23.8066], [-4.2010, -6.2856, 29.6471], [-4.8827, -2.4759, 28.3589], [-0.9683, -5.4826, 30.0831], [-5.2902, -1.9792, 29.8001], [-3.2388, -1.9530, 18.6508], [-9.9818, 4.4409, 23.3124], [-4.0011, -0.8296, 20.5241], [-0.8529, -5.1406, 27.7294], [-2.6543, -3.6739, 31.9252], [-2.9162, 0.4509, 24.7112], [-8.7750, 2.4624, 25.0723], [-10.3633, 2.9856, 23.2766], [-3.9106, -5.0567, 30.3739], [-8.2274, 2.0344, 22.7892], [-2.2666, 3.2049, 22.7104], [-6.5371, -3.0053, 25.8139], [-3.7474, -5.7051, 32.6983], [-5.6917, -1.7750, 26.0829], [-4.7885, -0.0514, 27.6651], [-1.5043, 0.5927, 21.2223], [-6.9337, -1.2311, 28.2535], [-1.8817, -3.5995, 33.2029], [-1.8628, -6.0376, 31.1895], [-6.4631, -3.4738, 24.3260], [-3.1980, 2.0385, 22.1999], [-6.6136, -1.1358, 29.7156], [-9.7744, 2.3515, 26.1843], [-11.6913, 3.3076, 27.1983], [-7.3900, -3.8486, 32.5524], [-2.6459, -3.3234, 24.8899], [-5.3956, 3.2056, 25.5320], [-7.4886, -0.9827, 21.1166], [-0.2565, -1.6392, 30.3174], [-10.4114, 5.0470, 22.5021], [-2.3753, -0.0513, 25.5659], [-1.2795, 3.2142, 22.1562], [-7.5468, -0.4684, 27.8671], [-4.6739, -1.6841, 20.7496], [-4.6184, -0.0941, 19.9375], [-2.2859, -2.1054, 18.0520], [-11.9607, 2.2491, 27.3777], [-5.3778, -3.3861, 28.0359], [-10.1816, 4.8319, 24.3356], [-4.5581, 0.1062, 28.7054], [-12.4410, 3.9663, 26.8046], [-10.4689, 2.5749, 22.2687], [-2.7875, 4.1449, 22.4476], [-6.8918, -4.4763, 24.2549], [-0.7070, -4.0551, 27.8934], [-5.4871, -2.7597, 30.4494], [-8.3954, 3.4650, 24.9075], [-0.7881, 1.3534, 21.5743], [-9.8240, 0.2677, 22.7573], [-3.8250, -0.1861, 24.5920], [-4.7873, -4.5629, 30.8138], [-9.1883, 0.0904, 25.7166], [-3.0181, -1.4253, 22.2783], [-1.8710, 0.9997, 20.2740], [-7.4126, -1.6059, 30.3214], [-6.2385, -3.8226, 26.4287], [-3.4959, -4.2909, 29.7620], [-1.1384, 0.9584, 23.7105], [-1.1315, -0.3989, 21.0518], [-10.9231, 0.7435, 24.2016], [-3.7589, -2.4332, 28.1998], [-1.4702, -5.3650, 26.8657], [-7.4693, -2.1785, 28.0094], [-8.9187, 4.5785, 23.1717], [-2.2160, -7.0387, 31.0650], [-5.4281, 0.7169, 27.2679], [-3.1262, 1.5093, 24.9432], [-6.1787, -0.8884, 25.6094], [-0.9348, -4.1328, 33.1888], [-2.0281, 3.0247, 23.7700], [-10.3932, 1.4326, 26.1725], [-6.4802, -0.1496, 30.0717], [-7.6217, 2.9372, 23.0077], [-4.7647, -6.9776, 30.2901], [-1.5349, -2.5716, 33.3461], [-9.1462, 2.2988, 27.1389], [-5.4184, -3.5545, 24.0211], [-3.3517, -6.8192, 29.1863], [-0.9329, -4.3963, 30.1786], [-3.6719, -3.2084, 32.0170], [-3.9430, -1.3387, 18.0561], [-9.7955, -1.2011, 24.6326], [-7.8295, 1.9247, 25.2105], [-2.3899, -3.8730, 34.1329], [-2.0813, -3.2258, 31.0788], [-8.1444, -0.5590, 24.3698], [-3.8883, -0.1642, 27.0942], [-4.4009, -1.4918, 30.2588], [-4.4978, -4.9586, 33.1079], [-4.4014, -0.4342, 22.5742], [-3.4764, 2.2040, 21.1431], [-11.3637, 3.7371, 28.1315], [0.0134, -5.8689, 30.1183], [-3.6421, -2.9365, 18.9029], [-4.1415, -6.6942, 32.3973], [-8.6342, 1.9740, 21.7650], [-1.6653, -0.7258, 23.3966], [-11.2589, 2.8606, 23.8572], [-4.0844, 2.0518, 22.8088], [-3.0571, -5.9040, 33.5285], [-7.5388, 1.2300, 23.0697], [-7.5521, -2.8488, 26.1170], [-6.9451, -2.8121, 23.6262], [0.1921, -5.6221, 27.6611], [-4.7916, -5.9949, 28.8029], [-4.6890, -1.8102, 25.6780], [-1.2946, -6.0389, 32.1188]], "atomic_forces_ev_per_a": [[-0.237, -0.063, 0.998], [-0.018, 1.000, -0.113], [0.751, 0.699, -0.985], [0.393, 0.094, -0.109], [0.350, 0.344, -0.533], [1.031, -0.343, -0.118], [0.850, -0.712, -0.502], [0.066, 1.218, 0.368], [1.740, -1.197, 0.527], [0.061, -0.045, 0.160], [-0.493, 0.801, 0.586], [-0.921, -1.090, 0.647], [1.371, 0.373, -0.147], [-0.564, -0.232, 0.465], [0.627, 0.004, -1.373], [-1.017, -1.401, 0.513], [-1.809, 0.734, 0.597], [0.277, 0.411, 0.472], [-1.222, -1.525, -0.172], [-0.567, 0.924, 0.241], [-0.076, -0.492, -2.682], [1.042, -1.060, 0.396], [0.211, 0.798, 1.165], [0.050, 2.277, 0.363], [-1.476, -1.064, 0.129], [0.144, 1.099, 0.493], [0.207, -0.066, -0.623], [1.399, 0.528, 0.811], [-0.079, -0.291, 1.156], [0.178, 0.798, -0.445], [1.230, 0.828, -1.015], [-0.256, -2.007, -0.275], [0.009, 1.630, 0.975], [-1.604, 1.329, 0.600], [1.003, 0.774, -0.611], [0.963, -0.352, -1.859], [0.570, 0.688, 0.651], [-0.507, -0.364, -0.523], [1.091, -0.459, 1.277], [-0.471, -0.476, -0.681], [-0.145, -1.128, 1.154], [0.433, -0.172, -0.188], [-0.296, -0.420, -0.950], [-0.739, 1.912, 0.908], [1.283, 0.434, 0.650], [0.564, -1.298, -1.267], [0.384, -0.100, -1.248], [-0.433, -0.513, 0.978], [-0.975, 1.111, -0.367], [-0.960, -1.862, -0.215], [0.556, 2.180, -0.516], [0.644, -2.421, -0.577], [0.826, 0.621, 0.882], [1.569, 1.088, 1.353], [0.490, -0.128, 0.911], [0.804, 0.599, -0.568], [0.575, -1.796, -0.005], [0.203, 0.323, 1.784], [0.611, 0.200, -0.679], [-0.462, 1.074, 0.201], [-0.385, 0.840, -0.742], [-0.027, -0.707, 0.430], [-0.002, -1.528, -0.930], [-0.045, 0.091, -0.118], [-0.395, -0.364, 0.484], [-0.505, 0.789, -0.712], [-1.087, 0.058, 0.512], [-0.193, 1.339, -0.878], [0.272, 0.420, -0.591], [0.586, -0.327, 0.692], [-1.173, 0.103, 0.509], [-0.278, 0.530, -0.338], [0.521, -0.336, 0.396], [-0.174, 0.039, -0.970], [-0.003, 0.066, 0.209], [-1.151, -0.227, 0.248], [-0.734, 0.540, -0.034], [0.285, -0.451, 0.752], [-0.107, 0.157, -0.074], [-0.230, -0.618, -0.288], [-0.378, -1.762, 1.078], [-0.328, 0.251, 0.429], [0.374, -0.861, -0.260], [-0.778, 0.170, 0.579], [0.527, 0.892, 0.034], [-0.243, -0.669, -0.371], [0.271, -0.805, -0.570], [-0.375, 0.720, -0.446], [-0.110, -0.397, 0.118], [0.491, 0.178, -0.260], [0.614, -0.738, 0.327], [0.683, 0.319, -0.799], [0.245, -0.183, -0.133], [0.238, -0.274, 0.324], [-0.555, -0.159, -0.377], [-1.476, -0.294, -0.139], [0.179, 0.089, -0.078], [0.345, 0.600, 0.515], [0.400, -0.044, -0.123], [-0.317, -0.526, -0.439], [-0.109, 0.307, -0.189], [-0.161, -0.715, -0.005], [0.320, -0.478, 0.249], [0.047, -0.306, -0.309], [-0.396, 0.715, -0.330], [0.474, 0.322, -0.146], [0.188, 1.136, 0.185], [-0.483, -0.286, -0.687], [-0.092, 0.074, -0.420], [-0.288, 0.056, -0.234], [-0.943, 0.365, -0.891], [-0.086, -0.003, 0.093], [-0.289, 0.513, 0.548], [0.658, -0.064, 0.516], [0.993, -0.270, -0.115], [0.067, -0.562, -0.013], [0.405, -0.347, 0.288], [-0.555, -0.253, 0.356], [-0.306, -0.023, -0.384], [-0.677, -0.375, 0.766], [-0.453, 0.188, -0.047], [0.371, 0.005, -0.249], [-0.786, 0.212, -0.351], [0.559, -1.105, -1.023], [-0.625, 0.370, 0.240], [0.006, -0.012, 0.520], [0.433, 0.046, 0.476], [1.331, -0.677, 0.362], [-0.308, 0.013, -0.157], [-0.347, 0.766, 0.256], [0.482, -0.101, 0.557], [0.368, -0.307, 0.428], [-0.422, -0.311, 0.103], [-0.398, -0.348, 0.270], [0.074, 0.108, -0.403], [-0.413, -0.014, -0.548], [-0.819, 0.395, -0.116], [-0.356, 0.297, -0.100], [-1.478, 0.530, -0.078], [-0.759, 0.004, -0.435], [0.197, -0.442, 0.039], [0.366, -0.164, -0.047]]}